Record 1
Molecular formula: C6H37NO14
Method: DFT, ωB97M-V/def2-TZVPD

Each line ends with the natural charge from an NBO analysis.
Element x y z (Å)
O  -0.209  -2.526  -2.428  -1.00
O  1.979  -1.126  -2.775  -1.00
O  0.136  -2.136  2.879  -1.00
O  1.697  0.750  3.514  -0.99
O  4.093  0.842  1.657  -0.96
O  1.248  -3.490  0.805  -0.98
O  1.697  -0.743  0.069  -1.00
O  4.703  -1.395  -0.281  -0.96
O  0.787  3.920  2.021  -0.96
O  -2.992  -1.248  -0.416  -0.59
O  -0.988  4.080  -0.117  -0.98
O  -0.772  0.861  2.773  -0.99
O  -1.020  -4.864  -1.287  -0.94
O  -2.512  -1.790  2.013  -0.98
N  -1.835  1.061  0.350  -0.66
C  -3.197  1.626  0.154  -0.44
C  -2.166  -0.815  -1.210  0.45
C  -1.482  1.496  -2.130  -0.49
C  -1.424  0.502  -0.943  -0.17
C  0.406  2.795  -3.158  -0.39
C  -0.196  1.630  -2.946  -0.18
H  -2.292  1.334  -2.845  0.21
H  -2.056  -1.336  -2.130  0.15
H  0.834  0.399  3.166  0.49
H  1.321  2.978  -3.656  0.19
H  0.073  3.844  -2.910  0.20
H  0.271  0.706  -3.239  0.21
H  -2.912  -2.445  1.433  0.49
H  -0.061  -2.149  3.820  0.50
H  -1.204  1.855  0.514  0.38
H  4.544  -2.290  -0.584  0.47
H  0.440  -3.747  0.286  0.47
H  -0.653  -2.139  2.323  0.51
H  1.937  -0.913  -1.837  0.52
H  -0.115  -4.559  -1.341  0.47
H  4.368  0.865  0.741  0.48
H  -1.625  2.464  -1.676  0.26
H  -3.635  1.243  -0.770  0.19
H  -0.522  3.643  0.604  0.49
H  1.533  -1.688  0.099  0.51
H  -0.647  -3.014  -3.143  0.47
H  -1.544  -4.063  -1.467  0.47
H  -0.286  0.355  -0.793  0.26
H  -0.966  0.273  1.998  0.51
H  2.772  -0.798  -3.189  0.50
H  1.580  3.656  1.546  0.48
H  -2.790  -0.947  1.627  0.50
H  4.453  -1.372  0.643  0.49
H  0.835  -3.134  1.621  0.50
H  -1.236  4.957  0.161  0.48
H  0.693  -2.306  -2.740  0.52
H  1.489  -0.265  0.867  0.49
H  0.609  3.207  2.683  0.50
H  -3.865  1.348  0.968  0.19
H  2.252  -0.052  3.434  0.47
H  -1.424  0.796  3.467  0.49
H  3.182  1.154  1.696  0.48
H  -3.304  2.711  0.081  0.21

Results
2S+1	1
charge	0
E_LUMO	0.0043	Eh

Record 2
Molecular formula: C6H38N2O11
Method: DFT, ωB97M-V/def2-TZVPD

Each line ends with the natural charge from an NBO analysis.
Element x y z (Å)
O  2.691  -2.628  -1.159  -0.97
O  -1.301  -3.488  -1.261  -0.99
O  0.053  4.072  0.177  -1.02
O  0.599  4.066  -2.646  -0.97
O  0.246  0.518  2.693  -0.98
O  -0.574  -1.541  3.026  -0.97
O  -3.035  -1.900  -2.811  -0.97
O  2.342  -1.148  1.825  -0.97
O  1.150  3.065  2.427  -0.99
O  -1.627  -4.054  1.470  -0.97
O  0.744  -2.679  0.683  -1.01
N  -1.518  1.955  0.711  -0.88
N  0.554  -0.165  -0.844  -0.49
C  -1.746  0.989  -0.400  -0.07
C  2.852  0.804  -0.494  -0.64
C  0.482  -0.137  -2.304  -0.44
C  -0.799  -0.216  -0.264  -0.28
C  1.354  0.939  -0.288  -0.22
C  -3.182  0.502  -0.377  -0.64
H  0.575  1.446  2.589  0.53
H  0.813  3.472  1.606  0.51
H  -1.529  1.533  -1.324  0.19
H  1.025  1.908  -0.664  0.17
H  -2.006  -3.455  2.111  0.49
H  3.227  -0.116  -0.052  0.25
H  -0.979  1.532  1.457  0.39
H  -3.375  -0.199  -1.191  0.25
H  -0.168  -0.686  3.222  0.44
H  -3.411  0.010  0.566  0.21
H  1.139  0.971  0.775  0.20
H  0.414  4.144  -1.684  0.49
H  0.040  -1.992  2.395  0.48
H  1.672  -0.502  2.117  0.47
H  2.897  -3.131  -1.952  0.49
H  3.128  0.867  -1.541  0.20
H  -0.169  0.656  -2.685  0.19
H  -0.593  3.304  0.223  0.51
H  -0.461  4.870  0.348  0.49
H  0.175  0.375  3.639  0.48
H  0.814  -1.826  0.220  0.51
H  0.127  -1.103  -2.663  0.21
H  -0.719  -0.472  0.793  0.23
H  -2.462  -1.160  -3.063  0.45
H  -0.512  -3.131  -0.791  0.48
H  -2.413  2.230  1.086  0.38
H  -2.459  -2.495  -2.275  0.50
H  2.327  -1.776  -1.441  0.49
H  1.897  -1.683  1.164  0.45
H  0.947  3.182  -2.799  0.46
H  -0.738  -3.687  1.306  0.49
H  -1.283  -1.074  -0.709  0.23
H  -1.794  -3.901  -0.536  0.51
H  1.469  -0.016  -2.738  0.20
H  3.342  1.619  0.027  0.22
H  -3.872  1.339  -0.521  0.21
H  1.517  -3.198  0.412  0.53
H  2.113  3.192  2.410  0.49

Results
SMILES	CCN(C)C[C@@H](C)N.O.O.O.O.O.O.O.O.O.O.O
2S+1	1
charge	0
E_LUMO	0.0044	Eh

Record 3
Molecular formula: C6H38N2O11
Method: DFT, ωB97M-V/def2-TZVPD

Each line ends with the Löwdin spin population.
Element x y z (Å)
O  -0.978  0.623  3.620  0.00
O  1.247  1.600  2.180  0.00
O  0.334  -0.639  -3.616  0.00
O  -1.165  3.700  -0.820  0.00
O  0.047  1.771  -2.404  0.00
O  -2.569  2.466  2.373  0.00
O  2.336  -1.209  3.611  0.00
O  -3.156  2.171  -0.111  0.00
O  -2.102  0.296  -1.831  0.00
O  1.308  3.523  0.375  0.00
O  -1.711  -2.606  -2.268  0.00
N  0.006  -1.746  0.301  0.68
N  3.183  1.237  -0.712  0.00
C  2.029  0.287  -0.835  0.00
C  -2.261  -2.246  0.981  0.01
C  -0.908  -2.923  0.558  0.06
C  1.427  -2.059  0.115  0.08
C  1.567  -2.911  -1.156  0.08
C  2.427  -0.927  0.047  0.01
H  0.493  1.857  2.834  0.00
H  -2.168  -2.870  -2.976  0.00
H  -2.016  -1.574  1.830  0.00
H  -0.756  2.287  -2.574  0.00
H  0.691  0.997  1.521  0.00
H  0.232  0.302  -3.511  0.00
H  -2.811  1.501  -0.833  0.00
H  -1.554  1.092  3.022  0.00
H  -1.988  3.949  -0.482  0.00
H  -0.513  -3.504  1.396  0.01
H  1.829  -0.083  -1.885  0.00
H  2.128  3.388  -0.117  0.00
H  -0.940  -2.057  -2.545  0.00
H  -0.334  -1.029  -0.356  0.02
H  -0.984  -3.560  -0.305  0.03
H  -2.860  -1.838  0.057  0.00
H  1.701  -2.164  -1.942  0.00
H  -2.224  -0.425  -1.257  0.00
H  1.076  0.725  -0.573  0.00
H  3.418  -1.290  -0.296  0.00
H  -1.368  0.722  -2.069  0.00
H  -2.632  2.078  1.449  0.00
H  0.730  2.544  -2.192  0.00
H  -1.389  0.382  4.372  0.00
H  3.979  0.865  -1.075  0.00
H  1.493  2.841  1.054  0.00
H  2.517  -3.386  -1.097  0.01
H  1.484  -1.500  3.736  0.00
H  -0.574  4.149  -0.342  0.00
H  2.610  -0.651  1.119  0.00
H  2.486  -0.493  3.129  0.00
H  -3.090  -3.020  1.427  0.00
H  1.593  -2.693  1.020  0.01
H  3.402  1.416  0.210  0.00
H  -2.355  3.360  2.204  0.00
H  0.730  -3.726  -1.220  0.00
H  -4.091  1.986  -0.108  0.00
H  0.995  -0.988  -3.031  0.00

Results
<S²>	0.755
2S+1	2
charge	+1
E_LUMO (spin up / spin down)	-0.0919 / -0.2751	Eh

Record 4
Molecular formula: C6H39NO14
Method: DFT, ωB97M-V/def2-TZVPD

Each line ends with the natural charge from an NBO analysis.
Element x y z (Å)
O  3.193  -0.148  -3.122  -0.93
O  -1.529  -4.385  -0.367  -0.93
O  2.613  -2.832  -0.459  -1.00
O  0.494  -2.717  -2.167  -0.98
O  -3.486  1.791  2.261  -0.92
O  -3.118  2.428  -0.279  -0.95
O  -1.031  1.584  2.430  -0.96
O  0.162  -0.953  3.599  -0.95
O  -1.477  -1.254  -3.610  -0.95
O  2.052  1.174  2.149  -1.01
O  1.512  -1.308  1.394  -0.99
O  1.949  4.521  -0.024  -0.99
O  -0.590  3.620  0.416  -0.96
O  4.508  -0.720  0.144  -0.96
N  0.561  1.044  -1.027  -0.69
C  -2.221  -0.412  -0.016  -0.30
C  -0.382  0.164  -1.676  -0.25
C  1.104  2.057  -1.846  -0.43
C  -1.107  -0.748  -0.619  -0.13
C  -2.160  -2.224  1.461  -0.41
C  -2.920  -1.279  0.812  -0.22
H  1.102  -1.063  3.754  0.50
H  0.694  2.987  -2.209  0.19
H  2.111  2.205  -1.576  0.19
H  -0.352  -1.582  4.102  0.50
H  1.114  -2.012  -2.056  0.49
H  -0.622  -1.666  -0.509  0.23
H  -4.037  2.273  1.638  0.48
H  -1.012  0.398  -2.426  0.21
H  -1.107  -2.066  1.675  0.22
H  -2.121  -4.482  0.355  0.47
H  -1.143  4.289  -0.006  0.49
H  1.365  1.516  2.810  0.52
H  2.508  4.264  0.757  0.47
H  1.965  1.434  1.175  0.49
H  -1.823  1.796  2.543  0.46
H  0.965  -1.328  2.223  0.49
H  4.030  -1.498  0.388  0.46
H  -2.058  -4.181  -1.144  0.47
H  -4.131  -1.220  0.778  0.20
H  1.313  1.518  -2.884  0.18
H  2.482  -2.225  0.354  0.50
H  -0.908  0.666  2.787  0.49
H  3.546  -2.866  -0.728  0.47
H  -1.066  2.977  0.819  0.50
H  4.123  0.073  0.623  0.49
H  4.063  -0.613  -2.819  0.47
H  -2.581  2.189  -0.996  0.48
H  0.383  1.532  -0.120  0.37
H  0.870  -3.504  -1.683  0.51
H  3.039  0.325  -2.389  0.46
H  -4.045  2.568  -0.787  0.48
H  -2.707  -3.116  1.878  0.18
H  1.107  3.996  -0.020  0.50
H  -0.691  -1.062  -3.995  0.47
H  1.498  -0.496  0.972  0.49
H  -3.856  1.026  1.934  0.46
H  0.376  -0.573  -2.200  0.17
H  -2.827  0.494  -0.419  0.20
H  -1.385  -2.046  -3.029  0.50

Results
2S+1	1
charge	0
E_LUMO	-0.0055	Eh

Record 5
Molecular formula: C6H3Br3N2S
Method: DFT, ωB97M-V/def2-TZVPD

Each line ends with the natural charge from an NBO analysis.
Element x y z (Å)
Br  2.145  1.273  2.125  0.12
Br  0.154  -0.936  3.154  -0.02
Br  -2.613  -1.072  -1.884  0.06
S  0.530  -0.911  -1.432  0.29
N  -0.280  1.433  -3.567  -0.24
N  -1.370  0.827  -0.360  -0.40
C  -0.616  0.799  -2.666  0.20
C  -0.994  0.051  -1.476  -0.15
C  -0.226  -0.619  1.135  -0.35
C  -1.127  0.462  0.830  0.13
C  2.248  -0.056  0.842  -0.29
C  1.092  -0.572  0.397  -0.12
H  3.169  -0.076  0.336  0.24
H  -1.464  1.099  1.666  0.23
H  -0.649  -1.703  0.900  0.30

Results
2S+1	1
charge	0
E_LUMO	-0.0375	Eh

Record 6
Molecular formula: C6H3FIO3
Method: DFT, ωB97M-V/def2-TZVPD

Each line ends with the natural charge from an NBO analysis.
Element x y z (Å)
I  2.342  -1.546  0.493  -0.36
F  -3.008  -1.115  -0.883  -0.36
O  2.667  1.930  -1.578  -0.54
O  0.268  0.322  -0.836  -0.53
O  2.796  2.488  0.658  -0.51
C  0.569  0.043  0.473  0.04
C  -1.717  -0.560  0.973  -0.44
C  -1.802  -0.663  -0.436  0.35
C  2.664  2.185  -0.433  1.05
C  -0.418  -0.429  1.391  -0.25
C  -0.827  -0.480  -1.342  -0.06
H  0.025  -0.694  2.417  0.22
H  -0.987  -0.735  -2.371  0.19
H  -2.571  -0.746  1.473  0.21

Results
2S+1	1
charge	-1
E_LUMO (spin up / spin down)	0.1178 / 0.1178	Eh

Record 7
Molecular formula: C6H3FNaO8
Method: DFT, ωB97M-V/def2-TZVPD

Each line ends with the Löwdin spin population.
Element x y z (Å)
Na  0.045  -3.674  -0.544  0.00
F  3.632  -0.739  -0.603  0.01
O  1.657  1.202  -1.800  0.01
O  -4.381  1.678  -0.105  0.02
O  3.014  2.802  -0.973  0.01
O  -3.401  -0.339  -0.403  0.00
O  2.157  1.271  0.424  0.23
O  -1.930  -2.035  -0.288  0.04
O  -2.287  1.260  0.626  0.03
O  1.960  -2.117  -0.529  0.04
C  1.704  0.009  0.544  0.32
C  -3.437  0.971  -0.009  0.01
C  -1.527  0.115  0.786  0.18
C  2.249  1.852  -0.934  0.01
C  2.369  -1.003  -0.285  0.05
C  -2.250  -0.915  0.029  0.03
H  1.683  -0.342  1.584  0.01
H  0.066  0.131  0.635  0.00
H  -1.324  -0.126  1.843  0.00

Results
<S²>	0.765
2S+1	2
charge	0
E_LUMO (spin up / spin down)	-0.0678 / -0.0853	Eh

Record 8
Molecular formula: C6H3FeO5
Method: DFT, ωB97M-V/def2-TZVPD

Each line ends with the Löwdin spin population.
Element x y z (Å)
Fe  -0.162  -3.754  -0.470  3.88
O  0.843  0.732  1.302  0.03
O  -1.209  0.359  2.063  0.02
O  0.102  -1.942  -0.634  0.15
O  0.586  0.260  3.507  0.05
O  2.383  1.194  -2.323  0.14
C  1.541  0.761  -1.716  0.06
C  -1.334  0.545  0.804  0.00
C  0.390  0.313  -1.072  0.42
C  -0.106  -1.000  -1.412  0.10
C  -0.056  0.898  0.222  0.11
C  0.197  0.466  2.422  0.00
H  -2.322  0.543  0.341  0.00
H  -0.292  1.794  -0.637  0.02
H  -0.562  -1.168  -2.399  0.01

Results
<S²>	8.765
2S+1	6
charge	+4
E_LUMO (spin up / spin down)	-0.7242 / -0.8069	Eh

Taking the records one at a time from the top gives F_max values of 2.57; 3.69; 6.39; 12.71; 5.03; 3.49; 3.06; 4.70 eV/Å.
Taking the records one at a time from the top gives calculated total energy values of -36976.484; -32340.917; -32330.563; -37003.275; -230209.563; -23230.250; -29781.984; -50832.322 eV.
Taking the records one at a time from the top gives relative energy (zero: lowest compared OMol25 entry of this formula, charge and spin) values of 76.3; 72.4; 73.0; 238.0; 28.1; 8.7; 52.5; 16.3 kcal per mole.